# C40H84N11O7P2S2

3 unconnected molecules or ions with the total composition C40H84N11O7P2S2 at a distorted geometry (ωB97M-V/def2-TZVPD, the OMol25 dataset).

The geometry in XYZ format:
```
146
Properties=species:S:1:pos:R:3:mulliken_charge:R:1
C 2.5456 5.0868 1.2718 -1.038
H 5.0578 5.4464 1.4108 0.318
H 6.4874 1.4683 -5.7069 0.370
H 2.0472 6.1472 6.5315 0.331
H 4.9349 3.0509 3.9634 0.298
H 8.6921 2.7575 -5.3705 0.340
C -8.4195 -1.6348 -2.4642 -0.932
N 2.8870 6.3122 4.5652 -0.041
H 5.3771 -2.8045 -2.3939 -0.288
C -0.2189 -0.0168 1.4007 0.089
H 0.9389 7.2064 4.4609 0.384
C 9.3483 2.3989 -1.3657 -1.084
P 7.0561 2.2639 -2.9384 0.943
H 9.8665 1.9937 -4.2856 0.287
C 2.7912 2.9033 5.9015 -1.118
O 5.9428 -5.6246 -1.4795 -0.394
H 5.2813 5.5323 3.1311 0.153
H 7.1145 -0.8075 -0.8345 0.287
C -13.9466 -5.2023 1.7665 -0.321
H 9.7884 1.4375 -1.6415 0.287
H -4.3804 0.0209 -2.8431 0.434
H 8.1858 4.8053 -1.4825 0.317
H 6.0907 0.1730 -4.5739 0.147
H -10.0438 -3.0573 -0.8080 0.410
H -13.0047 -5.6663 1.5055 0.300
C -7.2484 0.5314 -1.7178 -0.812
H -12.2209 -1.2986 -1.2105 0.433
C -15.6778 -3.8084 1.6651 -0.203
H -8.4142 -2.4161 -3.2387 0.488
N 0.3892 -0.9020 0.5087 0.280
H 4.5113 -4.1580 -3.2560 0.462
H 3.3000 2.7570 6.8572 0.415
H 7.3944 -0.0568 -5.7201 0.418
C 4.6744 -3.6409 -2.3073 -0.047
C 5.8626 -3.6919 -0.1069 -1.206
H 4.1506 -4.8519 -0.6122 0.092
C -0.2590 -0.8048 -0.6503 0.214
H 3.0881 7.5542 6.2660 0.376
H -14.5991 -6.2458 3.5747 0.386
C 4.5228 -7.6778 -2.0979 -0.502
C 5.0725 -4.5557 -1.1259 0.599
H -8.3327 0.2336 -3.5628 0.371
H -6.0180 1.6905 -3.0146 0.292
H 2.7724 -3.5418 2.9856 0.251
H 1.6472 4.4712 1.3073 0.287
H 3.9475 -7.5073 0.3661 0.153
N 1.8603 -3.1071 3.0362 -0.642
H -12.3335 -2.4597 0.8311 0.181
H 8.5029 -0.0914 -1.5943 0.106
H 1.6050 0.0861 4.8534 0.258
H 1.7545 3.1504 6.1302 0.354
H 1.8844 -0.3030 -3.0547 0.561
H -3.6198 2.0339 -1.1452 0.414
H -5.0653 -0.5810 -1.3342 0.317
C -7.6777 -0.3631 -2.9162 -0.430
C 2.9524 6.4964 6.0305 -0.923
H 3.1191 4.7624 0.3998 0.286
H -16.7280 -4.5366 3.4548 0.398
H 5.0021 0.0938 -0.9085 0.333
H 6.5866 -3.0837 -0.6664 0.195
C -4.7192 0.3302 -1.8429 -0.611
H 3.8104 5.9875 6.4574 0.268
H 4.9536 -0.0846 -2.6802 0.151
H 2.3391 -1.2118 2.1097 0.261
H -3.6979 0.7510 0.0479 0.404
H 1.2645 -3.4175 2.2777 0.235
H -10.3982 -0.8354 -2.9113 0.311
H 5.1223 -8.5774 -1.9076 0.352
C -3.5509 0.9456 -1.0194 -0.772
C 2.9250 -2.1843 -2.8142 0.321
H 0.9903 1.0166 2.8260 0.171
N 3.4296 3.9741 5.1495 0.141
H -8.0537 1.2242 -1.4373 0.387
N 7.8864 1.2328 -4.0965 -0.047
H 2.3142 -0.6242 -1.3571 0.282
H 8.7537 2.2832 -0.4503 0.286
C -5.9238 1.2928 -1.9942 -0.975
H -10.5436 -3.3363 -2.4993 0.235
C 7.4457 -0.2866 -1.7378 -0.569
C -2.1770 0.4882 -1.5566 -0.638
N -1.2333 0.0734 -0.5103 0.812
C 8.6088 4.4106 -2.4135 -1.105
H 1.1876 -1.5100 0.6330 0.114
H 2.7688 -1.4345 3.8011 0.481
H -5.8839 2.1531 -1.3129 0.503
H 10.2014 3.0380 -1.1333 0.419
S 3.2744 -7.4091 -0.8019 -0.253
H -9.8798 -0.6179 -1.2163 0.337
C 8.9841 1.8200 -4.8927 -0.946
H 5.4348 4.5322 4.8331 0.254
C 4.8153 3.6351 4.8855 -1.074
N 6.6649 0.9214 -1.9128 0.138
H 7.3444 -0.9885 -2.5796 0.171
N -1.1873 0.5371 0.7557 -0.902
C 0.6579 -1.0069 3.5918 -0.253
H -2.3478 -0.3723 -2.2123 0.458
H 9.2933 1.1195 -5.6718 0.383
N -14.5185 -4.1770 1.0774 0.307
O 3.3821 -3.0611 -1.9166 -0.135
H 1.8819 7.3244 2.9726 0.262
H -1.7006 1.2665 -2.1641 0.232
C 5.2524 0.5855 -1.8562 -1.127
H -6.7641 -0.6903 -3.4373 0.279
O 5.7561 -6.3278 -3.5878 -0.508
C -10.5941 -2.6301 -1.6573 -0.661
C 5.4297 -6.4898 -2.4360 0.555
C 1.9794 -1.6410 3.0674 -0.512
H -12.7183 -2.6765 -2.1713 0.450
H 2.2303 6.1258 1.1062 0.308
C -15.8927 -4.5983 2.7692 -0.595
H -16.3554 -3.0255 1.3438 0.298
H -11.9437 -4.0472 0.0791 0.388
S 0.2588 -1.7551 -2.0595 -0.270
H 2.2936 8.3453 4.3342 0.406
C 1.9653 -1.0793 -2.2919 -0.453
H 5.1994 -3.0515 0.4827 0.244
H 9.6384 4.7658 -2.5035 0.357
H -0.6539 0.6679 3.3548 0.383
H -7.1198 -0.1352 -0.8475 0.366
O 0.9005 -0.5724 4.9352 -0.550
C -12.5305 -3.1247 -0.0204 -0.402
C 4.5599 5.7229 2.3437 -0.731
N 8.5751 2.9507 -2.4622 0.227
H 2.8013 1.9488 5.3543 0.235
C -14.0219 -3.4996 -0.1117 -0.771
H 3.9610 -7.8953 -3.0123 0.338
H -14.6188 -2.5996 -0.2938 0.286
P 2.4313 4.7323 3.9430 0.866
N 3.3401 4.9475 2.4909 0.085
H 4.6271 1.4765 -1.9201 0.390
H -14.1321 -4.1470 -0.9974 0.232
C 1.9464 7.3490 4.0626 -1.097
O 1.7077 3.4652 3.5321 -0.696
H 5.2360 3.0549 5.7086 0.425
H 8.0521 4.8404 -3.2465 0.341
C 0.2005 0.2462 2.8121 -0.218
H -0.1208 -1.7742 3.6763 0.465
O 3.1501 -2.1869 -4.0004 -0.564
H 6.4690 -4.3612 0.5161 0.427
C -9.8883 -1.3184 -2.0649 -0.550
C -14.7679 -5.4771 2.8288 -0.537
H 4.3766 6.8050 2.3099 0.263
O 6.1920 3.2879 -2.2359 -0.844
C -12.0972 -2.3876 -1.3105 -0.814
C 6.9150 0.6825 -5.0791 -1.029
H -7.9700 -2.0980 -1.5697 0.287
```

The calculation puts the HOMO energy at -9.08 eV. The charge is +1. Its gap between HOMO and LUMO is 0.22199 Eh. The calculation puts the calculated total energy at -4182.232332 hartree.